(1)
{
  "formula": "C63H140BrN7",
  "method": "ωB97M-V/def2-TZVPD",
  "species": ["H", "H", "C", "H", "C", "H", "C", "N", "H", "H", "H", "H", "C", "H", "H", "C", "H", "C", "H", "C", "H", "C", "H", "H", "H", "H", "C", "H", "H", "H", "C", "H", "H", "C", "H", "C", "N", "C", "H", "H", "C", "C", "H", "H", "H", "H", "H", "H", "C", "C", "H", "H", "H", "H", "H", "H", "C", "H", "H", "H", "C", "H", "H", "C", "H", "H", "C", "C", "C", "H", "H", "C", "C", "C", "C", "H", "H", "H", "H", "H", "C", "H", "H", "H", "C", "H", "H", "H", "C", "H", "N", "C", "C", "C", "H", "H", "H", "H", "H", "H", "H", "Br", "H", "H", "C", "H", "H", "H", "H", "H", "H", "C", "H", "H", "H", "H", "H", "H", "H", "N", "H", "H", "H", "C", "N", "C", "H", "H", "H", "H", "H", "H", "C", "H", "H", "C", "H", "N", "H", "H", "C", "H", "C", "C", "C", "C", "C", "H", "C", "H", "C", "H", "H", "C", "H", "H", "C", "H", "H", "H", "C", "H", "H", "N", "H", "H", "H", "H", "H", "H", "C", "H", "H", "H", "H", "H", "H", "C", "H", "H", "H", "H", "C", "H", "H", "H", "C", "C", "H", "H", "H", "H", "C", "C", "C", "H", "H", "H", "C", "H", "C", "H", "H", "C", "H", "H", "H", "H", "C", "C", "H"],
  "positions_angstrom": [[4.45, 9.27, -1.93], [-4.75, -7.26, 0.30], [3.54, 0.54, -3.23], [1.95, -3.56, 5.35], [-2.01, -3.76, -4.40], [-0.77, 0.77, 6.27], [2.93, 6.27, -1.50], [3.55, 7.64, -1.01], [-4.52, 0.48, -1.21], [3.79, -1.56, 1.15], [-3.44, 2.67, 1.87], [5.36, -1.35, 1.90], [-1.60, 3.75, -2.15], [2.85, -8.06, 8.42], [1.71, 1.02, -2.07], [-1.63, -1.25, 4.57], [3.97, 1.51, -3.01], [-3.17, -2.80, -4.21], [5.83, 1.70, -1.97], [-2.55, -4.44, 2.93], [2.32, 3.45, 1.36], [-3.07, -3.08, -1.68], [-2.61, -0.43, 7.12], [-4.94, -1.66, -1.78], [-3.81, -6.33, 4.00], [-1.15, 5.66, -1.26], [2.68, -4.36, 1.97], [-1.61, -1.90, 3.70], [0.85, -4.20, -1.06], [2.96, 3.69, -0.80], [3.83, -5.38, 6.98], [3.78, -4.31, 7.18], [-2.91, -2.60, -0.71], [6.33, 0.77, -1.68], [0.75, -6.23, 0.33], [-1.82, -6.31, 1.36], [5.05, -0.02, -1.18], [-4.14, 5.59, -6.65], [-5.53, 7.41, -5.33], [-3.43, -5.78, -5.55], [-2.52, 6.00, -3.03], [0.37, 0.16, 4.11], [0.61, -0.22, 3.12], [1.50, -5.71, -1.78], [-5.21, -8.19, 2.89], [-0.70, 1.63, 1.52], [4.36, -8.43, 7.60], [3.77, -4.41, 1.98], [-1.99, -4.27, -5.83], [4.13, -0.63, -2.31], [-0.18, -7.07, -0.74], [-2.01, 1.02, -2.03], [-2.19, -3.71, -1.84], [4.16, 1.86, -0.55], [-4.00, -3.64, -1.60], [0.46, -5.79, 6.33], [-1.59, 0.87, 5.56], [-3.47, -4.17, 3.45], [-2.91, 1.02, 3.46], [-5.30, 6.90, -7.90], [-2.85, 7.47, -5.92], [3.62, -3.64, 4.78], [-3.83, -0.74, 4.51], [2.61, -5.49, 4.70], [-1.22, 4.41, 1.10], [-2.27, -3.72, 2.15], [-4.95, -6.93, 1.32], [1.94, 5.56, -0.45], [-3.40, 7.77, -7.31], [4.30, 6.44, 0.54], [3.36, -7.77, 5.49], [4.52, 8.20, -2.13], [-2.43, 2.75, 1.46], [-4.29, 6.57, -7.68], [-4.30, -7.81, 2.42], [1.46, -0.16, -3.25], [3.42, -1.31, -1.83], [-3.86, -8.71, 2.01], [-3.16, -5.41, -7.28], [-0.05, -4.96, -2.36], [-3.38, -6.91, 3.19], [-2.83, 8.27, -5.17], [-3.38, 6.19, -2.39], [-1.74, -3.54, -6.60], [-1.31, -5.35, 0.26], [1.70, 1.61, -5.00], [-2.19, 7.00, -3.31], [1.86, -8.02, 6.26], [1.93, 4.03, -0.67], [-4.13, -4.37, -6.28], [-1.18, 0.17, 4.26], [5.84, 7.79, -0.15], [4.60, 0.55, 1.26], [-4.29, -5.59, 1.45], [-1.67, -4.65, 3.53], [0.97, 6.07, -0.41], [-2.04, -5.17, -0.54], [4.94, -1.18, -2.79], [-3.35, 4.88, -6.88], [-4.17, 0.95, -2.87], [3.20, 0.45, -0.37], [0.53, -1.14, 0.22], [-1.19, -1.47, -2.51], [-2.42, -0.27, -0.78], [-2.89, 5.42, -4.40], [0.87, -0.51, 4.81], [-3.48, 4.51, -4.30], [6.80, 0.09, -2.38], [-0.86, -1.70, 5.21], [-2.04, -4.65, -3.77], [-4.89, -4.90, 2.04], [-3.97, 0.20, -2.11], [-4.06, 8.64, -7.20], [2.37, 5.76, 0.53], [-1.39, 3.23, -3.09], [-1.96, 5.21, -4.93], [0.62, 3.63, 1.05], [4.08, 8.01, -3.11], [2.67, 9.48, -0.34], [-2.94, -5.79, 2.20], [-1.90, 1.89, 5.33], [-1.79, 7.22, -6.00], [0.86, 1.14, 4.09], [-1.94, 0.75, 3.05], [2.56, -5.97, 6.23], [4.21, 0.82, -0.20], [3.82, 0.27, -4.24], [-1.87, -0.06, 2.33], [-1.91, -0.48, -3.82], [1.77, -6.07, 4.30], [-4.07, -3.41, -4.18], [2.39, 6.39, -2.44], [-4.46, -1.13, -2.60], [1.60, 8.03, -0.45], [1.26, 3.73, -1.48], [1.97, 0.79, -3.11], [2.32, -5.38, 1.91], [-3.20, -2.01, -2.86], [6.51, -1.17, -0.18], [6.96, 0.96, -0.81], [-2.08, -0.94, -2.85], [-2.47, -7.41, 3.54], [1.29, -5.49, 6.98], [-2.24, 4.30, 1.47], [-3.24, -5.00, -6.28], [4.01, -6.30, 8.15], [2.60, -3.97, 4.58], [-4.12, -5.10, 0.49], [4.38, 7.50, 0.28], [-6.03, -6.76, 1.36], [5.42, -1.18, -0.20], [6.64, 8.26, -2.20], [-2.94, 4.90, 0.89], [1.54, 3.24, 0.62], [-3.73, 0.66, 6.27], [-2.49, 2.34, 0.45], [2.37, 8.62, -0.93], [4.08, 8.21, 1.05], [-2.03, -7.30, 0.98], [6.59, 7.26, 0.44], [5.86, 7.71, -1.67], [4.71, -5.54, 6.36], [3.82, 5.74, -1.84], [-3.73, 6.33, -5.36], [-5.12, 5.20, -6.39], [-2.62, 3.45, -1.89], [1.41, 2.17, 0.43], [-1.21, -5.01, -5.96], [-0.92, 2.57, 3.09], [5.92, 6.66, -1.98], [-1.36, 5.26, -2.25], [-3.78, 6.21, -8.57], [1.41, -4.41, 7.04], [-2.16, 4.75, 2.46], [-4.50, 7.76, -3.92], [2.40, -2.37, 3.03], [-0.40, 5.40, -2.74], [-0.05, -6.05, -0.38], [3.52, -5.94, 4.28], [-1.01, -6.45, 2.08], [4.95, -6.32, 8.71], [1.23, -6.06, 7.90], [-2.82, 0.07, 6.18], [-1.04, -3.30, -4.18], [-3.25, -1.97, -4.92], [5.34, -2.16, -0.67], [-1.38, 1.98, 2.30], [-4.88, 6.98, -4.57], [5.47, 1.13, 1.53], [-5.05, -0.97, -3.51], [1.08, -3.37, 3.15], [3.35, -5.88, 8.92], [3.55, -7.70, 7.67], [4.71, -0.98, 1.12], [-3.06, -1.11, 5.19], [1.55, 2.76, -3.69], [2.43, -3.77, 1.08], [-0.94, 3.22, -1.46], [2.17, -3.42, 3.18], [3.82, 0.77, 1.98], [-2.49, 0.07, -1.81], [1.99, 8.86, -1.93], [-2.67, 8.03, -8.07], [0.60, -5.16, -1.51], [0.21, 1.59, -4.03], [-0.96, -4.42, 0.69], [-3.53, -2.00, 5.59], [-5.44, 6.19, -4.07], [1.29, 1.75, -4.00], [2.80, -7.48, 6.38], [5.97, 8.86, 0.06]],
  "energy_ev": -148014.2120,
  "homo_lumo_gap_ev": 8.766,
  "charge": 6,
  "de_lowest_ev": 0.432
}

***

(2)
{
  "formula": "C63H157N7O19",
  "method": "ωB97M-V/def2-TZVPD",
  "species": ["C", "H", "H", "H", "H", "H", "C", "H", "C", "H", "O", "H", "H", "C", "C", "H", "C", "O", "H", "H", "H", "H", "H", "H", "C", "H", "H", "C", "H", "C", "H", "O", "H", "C", "H", "C", "H", "H", "H", "H", "H", "H", "H", "C", "C", "H", "H", "H", "C", "H", "H", "C", "H", "C", "H", "C", "H", "H", "H", "H", "C", "C", "H", "H", "C", "H", "H", "H", "H", "H", "H", "C", "O", "C", "C", "N", "H", "O", "H", "C", "C", "H", "H", "C", "C", "C", "O", "H", "H", "C", "H", "H", "C", "H", "C", "N", "H", "H", "H", "H", "C", "H", "H", "H", "C", "N", "H", "H", "H", "H", "H", "H", "H", "H", "H", "H", "H", "H", "H", "C", "H", "H", "H", "C", "H", "O", "H", "H", "H", "O", "H", "H", "H", "H", "H", "C", "C", "H", "C", "O", "C", "N", "H", "H", "H", "H", "H", "C", "H", "C", "C", "H", "H", "C", "H", "H", "O", "H", "H", "H", "H", "H", "H", "C", "C", "O", "H", "C", "H", "H", "O", "H", "H", "C", "H", "H", "H", "H", "H", "H", "C", "H", "H", "H", "C", "H", "H", "N", "H", "H", "C", "C", "H", "N", "H", "O", "H", "N", "H", "H", "H", "H", "H", "C", "H", "C", "C", "O", "O", "H", "O", "H", "H", "H", "C", "O", "H", "H", "O", "H", "H", "H", "C", "H", "H", "C", "H", "H", "H", "H", "H", "C", "H", "C", "H", "H", "H", "C", "H", "C", "C", "H", "H", "O", "C", "H"],
  "positions_angstrom": [[-2.63, 2.40, -4.87], [-6.67, 5.57, -0.06], [-1.02, -4.14, -1.87], [4.45, -3.83, 3.26], [0.85, 2.64, 3.79], [-2.59, 4.54, 0.36], [-0.83, 5.52, -3.56], [3.92, 1.22, 2.22], [-2.34, -3.03, 6.28], [-1.58, 0.97, -3.52], [5.46, 3.99, -2.02], [-3.02, -5.19, -2.72], [3.03, 4.02, 3.53], [-5.43, 6.55, 2.97], [1.66, 0.11, -0.06], [-1.72, -1.88, 4.60], [3.61, -3.85, 1.17], [-5.90, 3.56, 2.50], [1.79, 2.13, -2.22], [4.53, 1.76, 5.52], [0.23, 0.29, 5.18], [0.23, 5.25, -3.59], [1.62, -3.06, 0.83], [5.43, 0.74, 6.19], [-0.08, -1.80, 6.04], [-2.86, -1.20, 0.70], [2.57, -5.54, 3.25], [-4.33, 6.71, 0.78], [-1.89, -0.92, -0.76], [0.22, -1.45, 7.46], [5.54, 3.92, 1.49], [5.28, 1.18, 5.35], [-0.19, -3.08, -3.88], [-3.77, -1.40, -1.23], [3.48, -7.15, -1.63], [-1.90, -2.96, -0.25], [-3.41, 5.38, -3.67], [-3.12, 1.37, -6.78], [5.36, -4.78, 2.19], [4.40, -3.73, -5.26], [0.15, -0.91, -3.15], [4.05, -5.97, 3.91], [-1.41, 1.33, -6.31], [-0.15, -4.36, -6.19], [-0.18, -4.40, 6.02], [2.43, -2.20, 2.13], [1.69, -3.76, 2.42], [-5.44, -2.54, -1.95], [-2.61, -1.59, -0.29], [1.04, -6.24, -0.48], [-4.38, 1.44, 0.96], [0.96, 2.08, -1.51], [-0.69, -1.33, 8.05], [-0.93, -3.14, -1.46], [3.97, 1.86, 0.16], [3.88, -3.07, -4.56], [-4.44, 3.07, -3.84], [4.71, -2.41, -4.34], [0.02, 0.52, 2.35], [-6.17, 6.20, 3.69], [0.35, -2.91, -5.98], [-2.31, 1.95, -6.34], [6.20, 3.59, -2.48], [0.45, -0.99, 4.00], [2.71, -2.21, -5.11], [-3.39, -1.40, -2.25], [-1.08, 5.20, -2.55], [0.81, -2.14, 8.06], [4.07, -2.21, -0.16], [0.23, -5.29, 4.05], [-5.44, 2.14, -0.79], [0.31, -5.53, 5.11], [4.79, 1.17, -3.48], [-3.96, 3.05, -4.82], [-0.15, -2.02, -7.15], [-5.03, 4.39, 1.72], [-0.32, -4.13, 8.21], [1.91, -3.18, 5.80], [0.05, -4.82, -7.16], [-5.41, 5.87, 1.59], [-4.00, 4.41, -5.47], [-2.45, -5.50, 0.86], [-1.63, 5.39, -6.86], [3.60, -5.74, 2.95], [1.22, 1.58, -0.09], [-0.89, 5.13, -6.10], [2.14, 5.59, 5.98], [-4.81, -6.01, -0.74], [2.57, 4.86, 5.54], [4.33, -4.52, 2.42], [5.18, 3.32, -1.40], [5.15, -0.04, -0.46], [-3.76, -4.40, -2.57], [0.80, 3.16, -1.44], [-3.84, 5.98, -0.50], [0.54, -3.13, 5.72], [2.33, -0.57, -3.62], [3.49, -5.22, -1.62], [4.82, -2.10, 1.44], [2.14, -2.12, -2.97], [-4.57, 3.59, 0.59], [2.12, 2.84, -4.97], [-4.65, -4.68, -3.12], [5.53, 1.37, -4.05], [-3.80, 2.35, 1.13], [1.77, -3.07, -5.95], [1.28, -7.55, 0.68], [6.71, 3.14, 2.03], [-7.60, 5.59, 1.41], [-5.20, -2.49, -0.08], [-4.74, 7.65, 0.40], [-1.44, -2.48, -2.17], [-2.55, 4.98, 2.42], [-3.53, 2.23, 2.18], [-4.98, 4.87, -5.34], [0.94, -5.84, 1.18], [-4.41, 6.73, 3.33], [3.64, -8.30, -0.28], [4.86, -7.07, -0.61], [-1.72, -4.24, 5.87], [-3.42, 6.88, 1.35], [1.47, -0.25, -1.08], [1.33, -5.89, 5.26], [-0.18, 1.76, 0.61], [5.21, -0.34, 4.42], [2.43, -3.56, -7.06], [-6.61, 3.26, 0.08], [-2.16, -0.90, 6.09], [3.57, -0.12, -5.25], [3.04, 2.84, -4.71], [-0.36, -1.98, 1.05], [2.76, 4.62, 1.86], [0.43, -5.02, -5.54], [1.64, -0.75, 5.18], [-0.36, 4.25, -6.48], [0.56, -0.74, 5.05], [-1.61, 4.72, -4.75], [2.60, -0.60, -6.56], [-5.66, 3.16, -0.45], [3.12, -4.50, -1.09], [1.99, -1.57, -3.90], [-1.61, 3.30, -4.28], [-3.62, 4.42, -6.49], [2.71, -0.17, -0.03], [-2.85, 0.25, -4.30], [-0.09, 5.84, -5.93], [-1.71, -2.72, 1.88], [-3.54, 4.49, -0.16], [-0.68, 0.91, 0.15], [3.09, 3.78, 2.47], [-2.61, 1.19, -3.82], [1.15, -0.57, 0.62], [-0.39, -6.35, 5.14], [2.96, 1.37, 2.72], [5.47, -3.26, 0.18], [-1.22, -2.09, -7.32], [6.37, 3.53, 1.23], [0.49, -0.32, -4.82], [-3.24, 1.40, -2.95], [2.42, -4.51, -6.93], [-0.26, 2.64, -3.28], [4.57, -7.29, 1.77], [3.34, 3.73, -4.89], [3.79, -7.27, -0.59], [0.53, -1.17, -4.14], [-1.88, 5.36, 2.99], [-4.65, 6.01, -1.24], [-4.08, -4.03, -1.11], [-2.22, -4.86, 6.60], [-1.25, 1.71, 2.47], [4.78, -1.09, 4.00], [3.00, 2.10, 6.65], [-0.20, -5.76, 7.84], [3.37, -0.98, -5.89], [0.76, -0.51, 7.54], [-1.22, 4.80, 5.90], [0.28, -2.27, -8.12], [-5.13, -4.95, 0.53], [-3.43, -3.09, 6.16], [-6.80, 7.13, 0.64], [-0.23, -2.35, -4.69], [-1.42, 5.98, 2.42], [0.37, 3.55, 2.34], [-6.05, -4.79, -1.00], [-6.77, 6.07, 0.90], [3.52, -3.61, -3.69], [-1.21, -4.57, -6.06], [3.37, -4.91, 0.23], [-1.29, -2.10, -4.79], [5.16, -1.12, 3.12], [2.27, -3.19, 1.70], [-0.22, 1.56, 2.14], [-0.47, -3.69, 1.12], [2.20, 2.51, 0.65], [3.16, 1.40, 3.79], [2.67, 4.98, -1.36], [-4.68, 2.37, -5.27], [-2.89, -4.10, -0.20], [-4.36, -0.53, -0.92], [-2.99, 6.51, -0.91], [3.03, -7.67, 2.31], [2.42, 0.42, 2.66], [1.20, -4.70, 7.88], [2.23, 2.55, 2.12], [2.18, -3.55, 4.96], [3.60, -6.82, 1.92], [-5.06, -4.97, -0.56], [3.46, 2.66, -0.02], [-2.31, -5.29, -0.07], [-2.00, -4.53, 4.85], [-0.36, 2.76, -4.23], [2.39, 4.14, -0.99], [-5.33, 3.31, 3.24], [0.12, -2.91, -1.25], [0.80, 2.61, 2.70], [-0.53, 5.19, 5.36], [-2.95, 6.36, -4.92], [-2.35, -3.04, 7.37], [5.22, 0.79, 0.01], [0.04, 1.70, -1.94], [-2.17, 2.76, -7.06], [4.13, 3.55, 2.28], [-3.05, 5.29, -4.69], [4.09, 1.75, -3.78], [0.21, -1.03, -6.87], [3.04, -6.37, 0.48], [-3.37, 4.06, -1.15], [-0.75, 2.64, 0.33], [-3.34, -3.56, -3.13], [-2.85, 2.19, 0.61], [4.15, -1.18, -6.62], [0.18, -4.80, 7.50], [3.63, 4.93, -1.36], [-4.78, -2.64, -1.08], [3.72, 3.43, 6.66], [-0.85, 5.10, 4.46], [6.11, 0.80, 0.36], [4.60, -2.78, 0.61], [-5.67, 7.60, 2.80], [-1.65, -1.77, 5.68], [-1.08, -2.80, 0.99], [-5.67, 3.83, -1.31], [-0.92, 6.60, -3.66], [3.24, 2.84, 6.09], [1.47, -6.49, 0.49], [1.21, 5.39, 5.91]],
  "energy_ev": -117197.7528,
  "homo_lumo_gap_ev": [1.532, 7.484],
  "charge": -1,
  "s_squared": 0.75,
  "spin_multiplicity": 2
}